# 1
{
  "formula": "C18H27N4O",
  "method": "wB97M-V/def2-TZVPD",
  "charge": 1,
  "homo_lumo_gap_ev": 7.3626,
  "e_lumo_ev": -3.14,
  "relative_energy_ev": 0.000,
  "elements": ["C", "H", "H", "H", "C", "N", "C", "H", "C", "N", "C", "N", "C", "H", "C", "N", "C", "C", "C", "C", "C", "C", "C", "C", "H", "H", "O", "C", "H", "H", "H", "H", "H", "H", "H", "H", "H", "H", "H", "H", "H", "C", "C", "H", "H", "H", "H", "H", "H", "H"],
  "positions_angstrom": [[-5.26775, -0.49404, -2.57853], [-5.07063, -0.38974, -3.64153], [-5.39420, -1.55112, -2.35772], [-6.19728, 0.02167, -2.35497], [-4.10398, 0.10221, -1.78947], [-4.18346, -0.04197, -0.33175], [-4.04980, -1.43074, 0.11386], [-3.73166, -2.05683, -0.72250], [-3.02246, -1.59135, 1.24758], [-1.63812, -1.51072, 0.81139], [-1.01576, -0.37965, 0.47644], [-1.70728, 0.73775, 0.31238], [-1.07519, 1.93638, -0.19790], [-1.69652, 2.79261, 0.06661], [0.32471, 2.09557, 0.39568], [1.03745, 0.86247, 0.19940], [2.37705, 0.64703, 0.08024], [3.43885, 1.53715, -0.03363], [4.70801, 1.02126, -0.16033], [4.94943, -0.37040, -0.17385], [3.89492, -1.26108, -0.05697], [2.60043, -0.75884, 0.07612], [1.34182, -1.37455, 0.23599], [0.40410, -0.35748, 0.31704], [1.15638, -2.43012, 0.25548], [4.09027, -2.32024, -0.06659], [6.17678, -0.92199, -0.29497], [7.31027, -0.08966, -0.40996], [7.26328, 0.53274, -1.30839], [8.15878, -0.76669, -0.48798], [7.43574, 0.54363, 0.47319], [5.53476, 1.70670, -0.25083], [3.28447, 2.60465, -0.02353], [0.85364, 2.91081, -0.09984], [0.25548, 2.32375, 1.46772], [-1.00546, 1.87980, -1.29182], [-2.75046, 0.62585, 0.19581], [-1.05737, -2.32346, 0.94550], [-3.15931, -2.57385, 1.69884], [-3.19444, -0.83105, 2.01381], [-5.00949, -1.81790, 0.47274], [-5.34793, 0.64637, 0.23092], [-5.21098, 0.92695, 1.72251], [-6.03586, 1.56013, 2.03745], [-5.25554, 0.01282, 2.30834], [-4.28192, 1.44974, 1.93946], [-6.26780, 0.07200, 0.06101], [-5.44234, 1.59791, -0.29684], [-4.03482, 1.17184, -2.00709], [-3.16846, -0.36490, -2.11260]],
  "forces_ev_per_a": [[0.2084, 0.1249, 0.1847], [-0.0275, -0.0183, -0.1154], [-0.0434, -0.1232, -0.0143], [-0.1159, 0.0169, -0.0094], [-0.0997, -0.0714, -0.2506], [-0.2111, 0.0248, -0.0246], [0.1454, -0.0808, 0.2791], [-0.0653, -0.0059, 0.0241], [-0.4947, 0.0049, -0.2046], [0.3068, -0.0380, -0.1159], [-0.4517, 0.1447, 0.0931], [0.2170, -0.4367, 0.2607], [0.4863, 0.3348, -0.1160], [0.0651, -0.0543, -0.0179], [-0.3000, 0.3472, 0.1357], [-0.3457, -0.1604, -0.1205], [0.3582, -0.5918, -0.0396], [0.0400, 0.0917, 0.0037], [0.0650, 0.0143, -0.0038], [-0.4257, -0.2555, 0.0405], [0.3423, 0.2506, -0.0530], [0.0728, 0.6111, 0.0378], [-0.6097, 0.3331, 0.0800], [0.8533, -0.3908, -0.1423], [-0.0888, -0.2452, 0.0021], [0.0638, -0.1555, -0.0016], [-0.1290, -0.2103, 0.0123], [0.2129, 0.1365, -0.0216], [-0.0079, -0.0155, 0.0367], [-0.0354, 0.1041, 0.0023], [-0.0146, -0.0160, -0.0344], [0.0838, 0.0579, -0.0084], [0.0217, 0.1264, 0.0002], [-0.0635, -0.0645, 0.0227], [0.0152, 0.0423, -0.1250], [-0.0168, 0.0373, 0.1045], [-0.0285, -0.0765, -0.0732], [0.0131, 0.1231, 0.0363], [0.0619, 0.0697, 0.0430], [0.0213, -0.0895, 0.0219], [0.0039, -0.0167, -0.0421], [-0.0799, 0.0931, 0.2374], [-0.1228, -0.0262, -0.2855], [-0.0653, 0.0311, 0.1002], [0.0151, -0.0754, 0.1233], [0.1007, 0.0455, 0.0725], [0.0224, 0.0547, -0.0975], [-0.0517, -0.0546, -0.0403], [0.0801, -0.0301, -0.0050], [0.0179, 0.0825, 0.0079]]
}

# 2
{
  "formula": "C37H40O2OsP2",
  "method": "wB97M-V/def2-TZVPD",
  "charge": 2,
  "homo_lumo_gap_ev": [6.0133, 4.8388],
  "e_lumo_ev": [-6.95, -8.75],
  "relative_energy_ev": 0.044,
  "s2": 6.022,
  "multiplicity": 5,
  "elements": ["Os", "C", "C", "C", "C", "C", "C", "C", "C", "C", "H", "H", "H", "H", "H", "H", "H", "H", "H", "H", "H", "H", "H", "H", "H", "P", "P", "C", "C", "C", "C", "C", "C", "C", "C", "C", "C", "C", "C", "C", "C", "C", "C", "C", "C", "C", "C", "C", "C", "C", "C", "C", "C", "H", "H", "H", "H", "H", "H", "H", "H", "H", "H", "H", "H", "H", "H", "H", "H", "H", "H", "H", "H", "H", "H", "C", "C", "O", "O", "H", "H", "H"],
  "positions_angstrom": [[1.54583, -1.73670, 3.56306], [3.51285, -1.13083, 4.19686], [3.12812, -0.36510, 3.05679], [3.68029, -0.67670, 1.67203], [3.20788, -1.99628, 1.02787], [2.20918, -2.80032, 1.85895], [2.63929, -3.52068, 3.02221], [4.07091, -3.54198, 3.53445], [4.57162, -2.20160, 4.11365], [-0.35455, -1.24493, 3.86254], [3.47324, -0.65702, 5.18212], [2.91925, 0.69553, 3.24006], [4.78027, -0.63509, 1.67277], [3.35839, 0.12506, 0.99938], [2.71775, -1.76106, 0.06390], [4.08466, -2.62296, 0.78260], [1.38557, -3.24835, 1.27975], [2.09902, -4.44174, 3.26951], [4.75750, -3.88868, 2.74735], [4.11254, -4.31721, 4.31922], [4.91323, -2.40116, 5.13951], [5.43882, -1.84774, 3.53592], [-0.50444, -0.30595, 4.40755], [-0.72646, -2.06993, 4.48739], [-0.87985, -1.23017, 2.90159], [-1.31586, 2.64030, -1.74541], [-2.40699, 0.23724, -2.62900], [-0.41679, 1.93413, -3.15676], [-1.02978, 0.82589, -3.66082], [-1.58321, 4.38340, -2.28676], [-0.80575, 4.97615, -3.29445], [-1.04879, 6.30391, -3.67343], [-2.07572, 7.04013, -3.07051], [-2.85022, 6.44229, -2.06643], [-2.61787, 5.12224, -1.67846], [-0.03353, 2.73658, -0.46037], [0.22372, 1.53497, 0.21734], [1.21435, 1.50884, 1.19016], [1.95643, 2.65763, 1.48323], [1.70629, 3.85152, 0.80512], [0.68895, 3.90029, -0.15507], [-3.67597, 0.05255, -4.00734], [-4.17252, 1.23619, -4.59524], [-5.01789, 1.17029, -5.70861], [-5.39206, -0.07292, -6.23565], [-4.92463, -1.24830, -5.63950], [-4.08445, -1.18465, -4.52047], [-1.94285, -1.50177, -2.34332], [-2.77406, -2.28237, -1.51605], [-2.51079, -3.64162, -1.35620], [-1.40155, -4.21913, -1.99533], [-0.54832, -3.43297, -2.77514], [-0.80209, -2.06871, -2.92847], [0.51901, 2.38949, -3.50142], [-0.78601, 0.31090, -4.59873], [-0.01557, 4.41301, -3.78566], [-0.43172, 6.76250, -4.44644], [-2.26775, 8.07038, -3.38173], [-3.64252, 7.01640, -1.59039], [-3.22693, 4.65506, -0.90841], [-0.33922, 0.63030, -0.02814], [1.39952, 0.58562, 1.73430], [2.72829, 2.61384, 2.25055], [2.29660, 4.74581, 1.02214], [0.46382, 4.83930, -0.66587], [-3.88394, 2.20427, -4.18188], [-5.38141, 2.09104, -6.17505], [-6.04049, -0.12251, -7.11589], [-5.20309, -2.22089, -6.05094], [-3.73588, -2.10690, -4.05423], [-3.62667, -1.81906, -1.02025], [-3.17186, -4.25276, -0.74643], [-1.20479, -5.28163, -1.88935], [0.31565, -3.87092, -3.28175], [-0.12577, -1.45453, -3.52038], [1.80138, -3.48991, 7.58971], [1.89144, -2.44378, 6.50444], [2.35312, -1.33343, 6.79706], [1.49252, -2.84224, 5.31891], [2.77070, -3.55689, 8.09970], [1.50818, -4.45635, 7.18585], [1.04445, -3.15661, 8.30616]],
  "forces_ev_per_a": [[1.7843, -1.2958, 2.2978], [1.3527, 1.0199, -0.6117], [0.7061, 0.2358, 0.2062], [-0.0408, 0.4391, -0.5290], [-0.1758, 0.0059, -0.4555], [0.3782, -0.9029, -0.3628], [0.7184, -0.8315, -1.3714], [-0.1537, -0.4730, 0.3405], [0.0559, -0.5185, 0.4315], [-1.8858, 0.4338, -0.1373], [-0.5901, -0.1214, -0.3034], [-0.2746, -0.4474, 0.0007], [-0.2579, 0.0214, 0.2882], [0.2013, -0.0756, 0.2492], [0.2617, -0.1288, 0.4996], [-0.4521, 0.0319, 0.1819], [0.2081, 0.2904, 0.4112], [-0.2597, 0.6095, 0.1185], [-0.3446, 0.0885, -0.0303], [-0.0267, 0.4084, -0.3165], [-0.0013, 0.1785, -0.3681], [-0.3095, 0.1126, 0.1673], [0.1005, -0.0028, -0.0742], [-0.0513, 0.1420, -0.1068], [-0.0737, 0.2031, 0.0686], [0.9737, 1.2172, -0.5487], [-0.5356, -0.8013, -2.2619], [-0.6799, -1.4865, -0.3922], [0.7831, 1.5296, 0.6811], [-0.5380, -0.0429, 0.1156], [-0.2390, 0.2459, 0.0602], [-0.0894, -0.1675, 0.1536], [0.1437, -0.4670, 0.1597], [0.1054, 0.0543, -0.1279], [0.4094, 0.0241, -0.3004], [-0.1375, -0.1961, 0.3374], [0.2599, 0.3150, 0.0209], [-0.1215, 0.1456, -0.0161], [-0.1884, -0.0789, -0.1683], [-0.1365, -0.0996, -0.0766], [0.0150, -0.1371, 0.0860], [-0.3242, 0.5633, 0.3199], [0.0003, -0.3150, -0.0662], [0.1446, -0.0568, 0.1531], [0.2042, 0.0060, 0.1663], [0.1043, 0.2477, 0.1159], [0.0132, -0.1186, 0.0393], [0.1206, -0.1285, 0.7802], [0.2959, -0.0143, -0.2838], [0.2937, 0.0747, -0.1978], [-0.1543, 0.3590, -0.0238], [-0.0710, 0.0956, 0.0973], [-0.2016, -0.0880, 0.0632], [-0.4654, -0.2373, -0.1732], [0.1140, 0.2495, 0.4303], [-0.1583, 0.2377, 0.0653], [-0.1749, -0.1509, 0.1945], [0.0633, -0.3968, 0.1480], [0.1367, -0.1680, -0.0871], [0.0241, 0.1457, -0.0906], [0.1117, 0.2457, 0.1210], [-0.1754, 0.2423, -0.1630], [-0.1208, 0.1371, -0.1828], [-0.2642, -0.3258, -0.0523], [0.0799, -0.3231, 0.1417], [-0.0959, -0.1560, -0.1651], [0.1440, -0.3536, 0.2372], [0.2469, 0.0213, 0.3814], [0.0729, 0.3251, 0.1839], [-0.1068, 0.2166, -0.2147], [0.0951, -0.1689, -0.1244], [0.1434, 0.1001, -0.1053], [-0.0590, 0.1318, -0.0004], [-0.3145, 0.0823, 0.2352], [-0.1506, -0.2599, 0.1122], [-0.1051, -0.1554, -0.2328], [1.1805, 1.1184, 2.3545], [-1.0171, -1.1831, -1.2578], [-0.4106, 0.5563, -1.2371], [-0.3335, 0.0547, -0.0875], [0.0379, -0.0246, 0.0970], [0.1818, -0.0640, -0.0083]]
}

# 3
{
  "formula": "C3H6CuLiO5",
  "method": "wB97M-V/def2-TZVPD",
  "homo_lumo_gap_ev": 4.5502,
  "e_lumo_ev": -2.17,
  "relative_energy_ev": 4.101,
  "elements": ["O", "C", "C", "O", "H", "H", "H", "H", "H", "Li", "O", "C", "O", "O", "Cu", "H"],
  "positions_angstrom": [[2.49027, -1.34033, -0.59232], [1.45604, -0.42256, -0.25774], [1.32433, 0.71442, -1.28570], [0.41664, 1.70722, -0.84269], [2.42082, -2.05520, 0.04602], [1.60598, -0.03188, 0.75026], [0.50710, -0.95561, -0.18994], [0.98225, 0.31278, -2.24009], [2.29650, 1.17405, -1.46337], [0.00352, 1.92131, 1.01079], [-2.41431, -0.87747, -0.21063], [-2.40367, -0.99768, 1.01848], [-1.59352, -0.25503, 1.69054], [-3.39585, -1.40202, 1.71268], [-3.26436, 1.26414, 1.47011], [-0.43173, 1.24386, -0.61640]],
  "forces_ev_per_a": [[-0.0975, 0.7173, -0.1157], [-0.5426, -0.3983, -0.1496], [0.9959, -1.4384, -0.2934], [-1.3952, 0.1359, 1.4857], [0.0669, -0.1576, -0.1022], [0.3092, 0.4489, 0.2367], [-0.3157, 0.0633, -0.1521], [-0.0422, -0.0412, 0.0436], [-0.1128, 0.2383, 0.1489], [-0.0702, -0.6818, 0.5119], [0.8660, -0.7482, -2.6754], [-4.5772, 1.2148, 0.0225], [3.6661, 4.2719, 2.1881], [-0.1356, -1.0163, -0.0343], [1.0645, -2.2869, 0.2175], [0.3204, -0.3216, -1.3324]]
}

# 4
{
  "formula": "C2H8N2O2S",
  "method": "wB97M-V/def2-TZVPD",
  "homo_lumo_gap_ev": [7.8264, 8.1930],
  "e_lumo_ev": [-0.47, 0.00],
  "relative_energy_ev": 3.257,
  "elements": ["C", "C", "N", "N", "O", "O", "S", "H", "H", "H", "H", "H", "H", "H", "H"],
  "positions_angstrom": [[0.10910, -2.27712, -0.10244], [-1.17138, 2.88847, -0.41995], [1.09089, -1.74975, 2.07385], [0.89980, -1.49111, 0.79956], [1.55819, -0.41062, -1.32974], [-0.71918, 1.58606, -0.10506], [1.75560, -0.30332, 0.10650], [0.29933, -3.27918, -0.34708], [-0.98794, -2.25763, 0.12583], [0.20948, -1.75736, -1.05504], [-0.45122, 3.74129, -0.14805], [-2.09893, 3.16916, 0.01710], [-1.03907, 2.95082, -1.52183], [0.37066, -2.51974, 2.26719], [0.17467, 1.71004, -0.36085]],
  "forces_ev_per_a": [[-2.9004, 1.4560, -1.2268], [2.2674, 1.6524, -1.5572], [-1.7491, -1.3459, -0.1201], [0.1064, -1.7783, 1.1522], [0.1350, 0.4317, -1.7970], [-0.9780, 0.5418, 1.0059], [1.3105, 1.2394, 1.1400], [1.3368, -1.5026, 0.6136], [0.9341, 0.3319, 0.3499], [-0.3478, -0.1903, -0.0687], [-0.6183, -1.2794, 0.4790], [-0.9604, -0.3050, -0.0724], [-1.3668, 0.3045, 0.2946], [1.3221, 1.2960, 0.0050], [1.5086, -0.8521, -0.1979]]
}